Entry 1:
{
  "formula": "C36H74MgO22S9",
  "method": "the ωB97M-V functional and the def2-TZVPD basis",
  "orbital_gap_ev": 6.96,
  "homo_ev": -7.635,
  "energy_ev": -186534.1688,
  "e_lumo_ev": -0.673,
  "symbols": ["Mg", "C", "C", "C", "O", "C", "C", "C", "O", "O", "O", "H", "H", "C", "C", "C", "O", "C", "O", "O", "H", "H", "H", "H", "H", "H", "C", "C", "C", "O", "C", "O", "O", "H", "H", "H", "H", "H", "H", "C", "C", "C", "O", "C", "O", "O", "H", "H", "H", "H", "H", "H", "C", "S", "O", "C", "H", "H", "H", "H", "H", "H", "C", "S", "O", "C", "H", "H", "H", "H", "H", "H", "C", "S", "O", "C", "H", "H", "H", "H", "H", "H", "C", "S", "O", "C", "H", "H", "H", "H", "H", "H", "C", "S", "O", "C", "H", "H", "H", "H", "H", "H", "C", "S", "O", "C", "H", "H", "H", "H", "H", "H", "C", "S", "O", "C", "H", "H", "H", "H", "H", "H", "C", "S", "O", "C", "H", "H", "H", "H", "H", "H", "C", "S", "O", "C", "H", "H", "H", "H", "H", "H"],
  "xyz": [[0.0453, 3.7624, 1.5245], [1.4992, 0.0638, 0.8648], [0.8532, 1.2801, 1.0142], [-0.5368, 1.5282, 0.3594], [-1.0722, 2.6421, 0.5281], [-1.0002, 0.5117, -0.5938], [-0.3160, -0.6766, -0.7734], [1.0363, -0.8896, -0.0337], [1.6386, -1.9979, -0.0250], [-0.8383, -1.5252, -1.5722], [1.1780, 2.2637, 1.7085], [2.3412, -0.0868, 1.5262], [-1.9755, 0.6543, -1.0360], [3.9891, -4.8395, -2.4217], [2.5570, -4.6819, -1.8747], [1.5673, -3.9799, -2.8149], [0.4354, -4.8542, -2.8124], [0.7761, -6.0729, -2.3786], [0.2240, -7.1165, -2.6002], [1.9917, -5.9913, -1.8249], [4.6661, -5.4455, -1.8213], [4.4685, -3.8709, -2.5632], [3.9275, -5.3416, -3.3879], [2.5058, -4.1737, -0.9110], [1.8956, -3.8164, -3.8424], [1.2741, -3.0080, -2.4167], [-0.5582, -4.4265, 0.7711], [0.5110, -4.3062, 1.8656], [0.1061, -3.3323, 2.9505], [-0.4801, -4.2273, 3.8984], [0.0764, -5.4367, 3.7589], [0.0791, -6.3459, 4.5234], [0.5687, -5.5513, 2.4954], [-0.4748, -5.3730, 0.2385], [-0.5094, -3.5512, 0.1212], [-1.5496, -4.3905, 1.2281], [1.4874, -4.0709, 1.4433], [-0.5887, -2.5652, 2.6120], [0.9764, -2.8060, 3.3469], [4.1700, -5.8482, 1.1399], [4.6995, -4.7943, 2.1242], [4.1438, -3.4143, 1.9016], [3.7645, -2.9723, 3.1974], [3.5322, -4.0480, 3.9621], [3.0815, -4.0569, 5.0902], [4.0454, -5.1358, 3.3329], [4.2369, -6.8735, 1.4993], [4.9026, -5.7440, 0.3371], [3.1311, -5.6183, 0.9105], [5.7700, -4.9006, 2.3057], [3.3153, -3.4094, 1.1926], [4.8956, -2.7135, 1.5376], [3.0561, 3.8962, -1.4313], [2.1263, 5.2577, -0.6139], [1.0145, 4.4809, 0.0242], [3.2739, 5.5999, 0.7473], [3.3814, 3.1920, -0.6677], [3.9157, 4.1708, -2.0480], [2.4435, 3.5219, -2.2517], [4.1546, 6.1567, 0.4255], [3.5708, 4.6292, 1.1417], [2.7282, 6.2610, 1.4172], [-2.4742, 2.6580, 5.3347], [-2.3130, 3.7683, 3.8457], [-1.0213, 3.3078, 3.1855], [-3.6107, 2.9305, 2.8237], [-2.1515, 1.6412, 5.1141], [-3.5271, 2.6459, 5.6145], [-1.8355, 3.0613, 6.1193], [-4.6356, 3.2537, 3.0057], [-3.5714, 1.8461, 2.9319], [-3.3929, 3.0890, 1.7674], [-0.8740, -1.9132, -5.2340], [-2.1279, -0.5168, -4.8882], [-3.1155, -0.4426, -6.0170], [-2.9536, -1.4540, -3.5813], [-0.2670, -1.6254, -6.0934], [-1.3755, -2.8048, -5.6141], [-0.2409, -2.2091, -4.3984], [-3.1275, -2.5024, -3.8173], [-3.9279, -1.0296, -3.3355], [-2.4297, -1.3798, -2.6260], [-2.4237, 7.3178, 2.1348], [-2.0875, 6.2396, 0.7040], [-1.2108, 5.0756, 1.0690], [-3.7730, 5.6384, 0.6122], [-2.8765, 6.7886, 2.9757], [-3.0610, 8.1457, 1.8300], [-1.4769, 7.6249, 2.5804], [-4.0593, 5.1648, 1.5502], [-3.8283, 4.9661, -0.2420], [-4.4337, 6.4957, 0.4814], [-4.4825, 0.9449, -0.9224], [-6.0580, 1.9018, -0.5659], [-5.7332, 2.8218, 0.6044], [-5.8521, 3.0657, -2.0074], [-4.3875, 0.1215, -0.2174], [-3.8118, 1.7749, -0.7007], [-4.5163, 0.5813, -1.9472], [-6.4572, 3.9491, -1.7974], [-6.3025, 2.7224, -2.9393], [-4.8341, 3.4291, -2.1321], [1.9027, 3.5841, 4.5934], [1.7135, 5.2703, 3.9019], [0.8356, 5.0676, 2.6786], [0.6920, 6.0849, 5.2178], [2.3183, 2.9037, 3.8513], [0.9357, 3.2011, 4.9198], [2.5242, 3.5291, 5.4884], [0.3010, 7.0684, 4.9648], [1.4600, 6.1883, 5.9851], [-0.1275, 5.4158, 5.4759], [6.7387, -0.3103, -1.5952], [5.5566, -0.7740, -2.9617], [5.9043, -2.2059, -3.2485], [4.2110, -1.0336, -1.7480], [7.7344, -0.4119, -2.0252], [6.6311, -0.9482, -0.7195], [6.5588, 0.7186, -1.2813], [4.3587, -1.8969, -1.1015], [3.3173, -1.2119, -2.3467], [4.0603, -0.1560, -1.1181], [-0.4039, 4.5415, -3.4240], [-2.0984, 4.4264, -2.8965], [-2.8502, 5.2211, -3.9260], [-2.0847, 2.6301, -3.2493], [0.3189, 3.9770, -2.8333], [-0.1071, 5.5860, -3.3183], [-0.2345, 4.2281, -4.4541], [-2.9230, 2.0215, -2.9173], [-1.2391, 2.2617, -2.6613], [-1.7300, 2.3508, -4.2415], [-2.8564, -4.3010, -1.3972], [-4.6084, -4.4735, -0.8964], [-5.2091, -3.3650, -1.7100], [-4.8747, -6.0022, -1.9091], [-2.7773, -4.7350, -2.3920], [-2.1696, -4.8916, -0.7855], [-2.5240, -3.2838, -1.1971], [-5.7953, -6.5083, -1.6204], [-4.1081, -6.7513, -1.7043], [-4.8420, -5.7015, -2.9549]],
  "atomic_forces_ev_per_a": [[-0.0963, 0.4615, 0.9251], [-0.1860, 2.4774, 0.5656], [-1.6894, -0.6953, -0.6020], [0.1163, -2.9690, -3.4356], [-0.9828, -1.2854, -0.5956], [0.4289, 2.9639, 2.9677], [-1.0372, -1.3730, -2.0618], [0.4831, -2.7069, 0.9827], [-0.9912, 0.6087, -1.2100], [2.2345, 0.3220, 1.7723], [2.0307, -0.0819, 1.3268], [0.2459, -0.4038, -0.2941], [0.1623, -0.1386, -0.1607], [-0.4934, 0.3444, -0.1170], [0.6281, -0.1051, -0.9839], [0.0029, 0.6416, 0.3556], [-1.0230, 0.3001, -0.3828], [1.0232, -0.5748, -1.1379], [-0.3499, 1.0324, 0.6291], [0.4284, -0.8518, 1.2240], [-0.3636, -0.0004, 0.3360], [-0.0422, 0.0299, -0.0925], [-0.0382, 0.1131, -0.0977], [0.0408, -0.3191, 0.1828], [0.2280, -0.4225, -0.0603], [-0.2466, -0.1181, 0.1462], [0.2875, 0.7633, 0.4919], [-0.8016, 0.3548, -2.0494], [0.4677, 0.0454, -0.2138], [-0.0810, 0.9104, 1.0172], [0.0013, -1.2002, -0.8231], [-0.2755, 0.4837, 0.3043], [0.7612, -0.5508, 1.2381], [0.2475, 0.1214, -0.1247], [0.1732, -0.2156, -0.3264], [-0.0055, -0.1841, 0.2082], [-0.1512, 0.0006, -0.0372], [-0.3169, -0.3024, 0.0887], [-0.0346, -0.1837, 0.4607], [1.4617, 0.8944, -0.1050], [-1.3823, -1.9060, 0.1721], [1.1436, 0.8860, -0.8854], [-0.8061, 0.5664, -0.0104], [0.7072, -1.0062, 1.9893], [0.3526, 0.2796, -2.2248], [-0.8093, 0.0612, 1.9360], [0.0955, 0.1911, 0.3374], [-0.7286, -0.3137, -0.7962], [0.1597, -0.1155, -0.4197], [0.0704, 0.3632, -0.2094], [-0.1609, 0.1241, 0.2520], [-0.0471, 0.0378, -0.0415], [0.4589, 0.7423, -0.6841], [0.5835, -1.0349, -0.1810], [0.9793, 0.7273, -1.3823], [0.1056, 0.1722, -0.6254], [-0.4686, -0.2544, -0.1288], [0.3361, 0.7600, 0.6062], [-0.6524, -0.4757, 0.7151], [-0.0199, -0.1382, -0.3661], [-0.1793, 0.1701, 0.4420], [-0.0653, -0.4103, 0.2316], [0.0155, 0.6447, -0.6128], [-0.0844, -2.3431, -0.6737], [-1.0400, 0.0352, 1.5637], [0.1278, -0.1262, -0.0961], [0.0423, 0.1371, -0.4311], [0.0635, 0.1529, 0.1792], [-0.1808, 0.0972, 0.0504], [0.1481, 0.2489, 0.2556], [0.2580, 0.0334, 0.4342], [0.2549, 0.3841, 0.1676], [-0.5148, 0.3423, -0.8779], [-0.0243, -1.8279, 0.0104], [0.8190, -0.0442, 0.3400], [-0.5567, 0.1828, 0.7946], [0.1601, 0.4858, 0.2117], [-0.5587, 0.0989, 0.3598], [-0.2460, 0.4648, 0.2791], [0.1648, 0.0832, -0.3326], [-0.1419, 0.2364, -0.6658], [0.4911, -0.0928, -0.4683], [0.6517, -0.6784, 0.8645], [-0.0300, 0.0612, -0.0742], [-2.5068, 2.5059, 0.0807], [0.0085, 0.0517, 0.0106], [-0.4248, -0.3272, -0.3326], [0.2283, 0.0323, -0.1324], [0.1400, 0.4501, -0.5574], [0.1336, -0.2063, -0.1775], [-0.1481, -0.0754, 0.1635], [0.0992, 0.0574, -0.2720], [-1.4643, 1.0347, 0.6662], [0.9628, 1.2229, -0.4834], [-0.0517, -0.9798, -0.6146], [-0.8768, 0.0749, 0.2038], [-0.0139, 0.0944, 0.0009], [0.6097, -0.4280, -0.2806], [0.1836, 0.1498, 0.0169], [-0.0325, -0.0908, 0.5675], [0.4403, -0.5885, -0.0079], [0.1554, -0.4105, 0.0426], [-0.3918, 0.0707, 0.9083], [-0.7051, -0.4537, -0.3775], [1.5059, 1.4982, 1.6490], [0.7239, -1.0247, -0.4437], [-0.1199, 0.3767, -0.3633], [-0.1964, 0.1165, -0.4388], [0.2930, 0.5623, -0.1208], [0.2965, -0.0969, -0.4911], [-0.3893, -0.0078, 0.4350], [0.1114, 0.0122, 0.2206], [-0.0698, 0.3908, -0.7732], [0.3133, -1.7435, 2.8666], [0.2271, 0.6291, -0.8369], [-0.7263, 0.8465, -0.6051], [0.0131, 0.0699, 0.0999], [-0.1626, -0.2953, -0.2990], [0.0453, 0.0890, -0.1630], [0.5293, -0.0524, -0.2862], [-0.1392, 0.0338, 0.1716], [-0.1168, 0.1012, -0.1160], [1.5217, 0.6593, 0.0946], [-0.2497, -0.6305, -1.0362], [0.1412, -0.6309, 0.6912], [0.8549, -0.4374, 0.3504], [-0.4658, -0.1871, 0.4120], [-0.1405, 0.0908, -0.1574], [-0.5657, 0.0913, -0.1221], [-0.3249, 0.4976, -0.2724], [-0.1075, 0.1531, 0.5116], [-0.6862, 0.4880, -0.3902], [0.2040, -1.1322, 1.0640], [0.8626, -0.0198, -1.6092], [-0.5090, -0.1154, 0.4885], [0.1569, -0.1712, 0.8196], [0.0804, 0.7999, -0.2729], [-0.5466, -0.2934, -0.0062], [-0.3282, 0.1671, -0.6993], [-0.2943, 0.4622, -0.2051], [0.3339, 0.2712, 0.0215], [-0.1602, 0.0577, 0.0705]],
  "mulliken_charge": [0.2546, -0.5463, 0.4183, 0.9973, 0.2980, -0.4497, -0.4874, -0.8547, -0.0391, -0.6361, -0.6035, 0.7288, 0.3396, -1.5760, 2.6862, 0.1019, -0.2418, 0.6169, -0.6297, -0.5131, 0.2204, 0.2364, 0.4488, -1.1644, 0.3050, -0.3507, -1.8370, 3.5561, -0.4194, -0.4607, 0.5363, -0.5639, -0.5530, 0.2847, 0.4846, 0.6202, -2.2506, 0.3391, 0.3487, -0.9499, 0.3260, 0.8176, -0.3961, 0.5975, -0.5887, -0.3827, 0.3830, 0.1860, 0.1461, 0.3974, -0.8255, 0.1150, -0.8628, 0.3839, -0.1477, -0.7943, 0.1351, 0.5038, 0.2884, 0.5272, 0.2295, 0.0969, -1.1991, 0.4602, -0.6307, -0.7695, 0.3326, 0.4687, 0.3479, 0.6006, 0.5544, -0.3322, -0.7279, 0.6857, -0.7320, -0.3938, 0.4865, 0.3769, -0.1796, 0.4629, 0.4387, -0.2654, -1.0316, 0.3398, -0.3212, -0.3931, 0.2720, 0.4466, 0.3022, 0.1752, -0.1960, 0.6174, 0.0381, 0.2461, -0.5273, -0.5710, 0.4331, -0.3926, 0.1773, 0.4008, 0.3988, -0.1810, -0.4746, 0.2768, -0.4223, -0.8004, 0.1262, -0.0522, 0.5473, 0.3396, 0.4489, 0.0941, -0.8581, 0.4313, -0.6313, -0.4373, 0.3808, 0.1974, 0.3133, -0.1045, 0.2165, 0.4422, -0.8062, 0.7790, -0.7426, -0.6889, -0.2118, 0.4323, 0.4779, 0.0403, 0.0230, 0.6215, -0.3170, 0.4046, -0.6106, -1.0011, 0.5146, 0.4320, -0.4396, 0.3580, 0.3464, 0.3055]
}

---

Entry 2:
{
  "formula": "C2H5NS3",
  "method": "the ωB97M-V functional and the def2-TZVPD basis",
  "e_above_lowest_ev": 2.962,
  "orbital_gap_ev": 8.15,
  "homo_ev": -8.686,
  "energy_ev": -36147.2991,
  "e_lumo_ev": -0.538,
  "symbols": ["C", "C", "H", "H", "H", "H", "H", "N", "S", "S", "S"],
  "xyz": [[1.7491, -1.3146, 1.1099], [-0.3010, 0.0530, -0.6819], [2.9679, -1.5948, 0.9040], [1.0554, -2.2504, 0.9886], [1.8475, -0.7927, 2.0549], [-2.2931, 0.7085, -0.1765], [-0.0696, 1.6094, 2.0422], [-1.4844, 0.0756, 0.2429], [1.5116, -0.1149, -0.3184], [-0.4659, 0.5587, -2.2279], [-1.1586, 0.1412, 1.9163]],
  "atomic_forces_ev_per_a": [[2.8155, -1.2218, -1.9889], [-0.6865, 0.9822, 0.5632], [-3.4692, 0.2525, 0.3490], [1.5353, 1.9716, 0.6013], [-0.8852, -0.2318, 0.1594], [2.3958, -1.7254, 1.1134], [-2.3296, -2.9707, -0.2895], [1.5331, 1.2166, -1.6291], [-2.1680, -1.0737, 1.3013], [-0.5267, -0.2100, 0.3694], [1.7856, 3.0105, -0.5495]],
  "mulliken_charge": [-0.7909, 0.1364, 0.2687, 0.2841, 0.3214, 0.3159, 0.1350, -0.2613, 0.0706, -0.3069, -0.1731]
}

---

Entry 3:
{
  "formula": "C4H11ClNPS2",
  "method": "the ωB97M-V functional and the def2-TZVPD basis",
  "e_above_lowest_ev": 2.406,
  "orbital_gap_ev": 9.20,
  "homo_ev": -9.245,
  "energy_ev": -49298.1003,
  "e_lumo_ev": -0.042,
  "symbols": ["C", "C", "C", "C", "N", "P", "S", "S", "Cl", "H", "H", "H", "H", "H", "H", "H", "H", "H", "H", "H"],
  "xyz": [[0.8590, -2.1570, -0.4956], [-1.0320, 0.2111, -1.4130], [-0.0715, -1.2609, 0.4380], [-0.0943, 0.1322, -0.2583], [-0.3409, 3.6369, 3.1984], [0.8639, 2.2110, 1.9746], [2.2701, 2.8712, 0.8788], [-0.7952, 1.3242, 0.9938], [1.3639, 1.0635, 3.5123], [0.4041, -2.2511, -1.4292], [1.7264, -1.5830, -0.3373], [1.0045, -3.1437, -0.0618], [-0.7910, 1.0940, -1.9976], [-2.1234, 0.1002, -1.2649], [-0.7490, -0.5670, -2.0851], [0.3135, -1.3065, 1.4812], [-1.1230, -1.7074, 0.4787], [0.9208, 0.3727, -0.7751], [-1.1638, 3.6761, 2.6432], [0.1944, 4.4586, 2.8151]],
  "atomic_forces_ev_per_a": [[-1.5305, 0.2469, 3.5773], [-0.7212, 0.0616, -1.0825], [-0.5810, -1.5033, -1.0909], [0.7662, -0.2018, 1.0615], [3.8859, -1.2972, -2.0908], [-3.1459, 2.1042, 1.1041], [0.1370, 0.0273, 0.0884], [1.0345, 0.4768, 0.0262], [0.3357, -0.4972, 0.4169], [-0.0397, 0.0915, -1.7579], [1.7179, 0.1775, -1.0854], [-0.0123, -0.0764, -0.0171], [-0.4523, 0.4308, 0.1420], [0.6162, 0.2617, 0.3884], [0.0781, -0.9222, -0.5851], [-0.1311, 0.5311, -0.7870], [1.1774, 0.8114, -0.0449], [-1.3591, 0.0500, 1.8014], [-1.2436, -0.1241, -0.7462], [-0.5321, -0.6488, 0.6816]],
  "mulliken_charge": [-1.2732, -1.5532, -0.3966, 0.2529, -0.6959, 0.7094, -0.3211, -0.2224, -0.1909, 0.3555, 0.3893, 0.3397, 0.4004, 0.3705, 0.3983, 0.2783, 0.2968, 0.3358, 0.2520, 0.2743]
}